1.
C3H4N2O2S in the gas phase in a non-equilibrium geometry. Source: OMol25; level of theory: the ωB97M-V functional and the def2-TZVPD basis.

Geometry as ORCA input:
```
! RIJCOSX wB97M-V def2-TZVPD def2/J DEFGRID3
* xyz 0 1
H 1.3175 2.3266 -0.0149
N 1.6544 1.3306 -0.1235
C 0.6411 0.5408 -0.1862
C -0.7808 0.7273 -0.0870
C -1.1055 -0.6052 -0.0854
O -2.3676 -1.2163 0.0571
O -0.1666 -1.4809 -0.2239
N 0.8482 -0.8307 -0.6307
S 2.2813 -1.4205 0.0027
H -1.2637 1.6782 0.3011
H -3.0867 -0.4438 -0.2398
H 2.0282 -0.6062 1.2305
*
```

Values from the calculation:
structure (SMILES): [H]/N=c1\cc(O)on1S
highest occupied orbital energy: -8.850 eV
LUMO: 0.2 eV
energy: -21081.5855 eV


2.
4 unconnected molecules or ions with the total composition C2H12O4 in a non-equilibrium geometry. Source: OMol25; level of theory: the ωB97M-V functional and the def2-TZVPD basis.

Geometry as ORCA input:
```
! RIJCOSX wB97M-V def2-TZVPD def2/J DEFGRID3
* xyz 0 1
C 0.4128 0.6565 2.1525
C 1.2366 0.9945 0.9027
O 0.7329 0.2896 -0.2205
H -0.4171 1.3472 2.0910
H 0.9885 0.6682 3.0573
H -0.0258 -0.3418 2.1159
H 1.0775 2.0354 0.6578
H 2.2871 0.7325 1.0082
H 1.2058 -0.5342 -0.3480
O 3.8450 -0.1843 -3.2193
H 3.2998 -0.8977 -3.5758
H 4.6086 -0.7403 -3.0113
O -2.8414 -1.8885 -0.8252
H -3.6269 -2.2181 -1.2749
H -2.7702 -0.9937 -1.1883
O -3.6586 0.4636 0.3869
H -3.2864 -0.4324 0.4079
H -3.0683 1.0436 0.8831
*
```

Values from the calculation:
structure (SMILES): CCO.O.O.O
highest occupied orbital energy: -10.193 eV
LUMO: 0.6 eV
energy: -10457.9214 eV


3.
2 unconnected molecules or ions with the total composition C2H6ClFSi in a non-equilibrium geometry. Source: OMol25; level of theory: the ωB97M-V functional and the def2-TZVPD basis.

Geometry as ORCA input:
```
! RIJCOSX wB97M-V def2-TZVPD def2/J DEFGRID3
* xyz 0 1
C 1.8207 -1.8319 1.2453
C -0.7410 1.7316 -1.1488
F -1.1405 0.2220 1.2928
Si -0.7625 0.1084 -0.2122
Cl -2.3666 -0.9833 -0.9311
H 1.5272 -2.8685 1.1807
H 2.7603 -1.8324 0.6942
H 1.4187 -1.1973 2.0393
H -1.0155 2.6433 -0.4998
H 0.0376 2.1268 -1.8011
H -1.5385 1.8812 -1.8594
*
```

Values from the calculation:
highest occupied orbital energy (alpha / beta): -9.099 / -8.177 eV
LUMO (alpha / beta): -0.9 / 0.0 eV
energy: -25288.1135 eV


4.
2 unconnected molecules or ions with the total composition C43H56N4O7S in a non-equilibrium geometry. Source: OMol25; level of theory: the ωB97M-V functional and the def2-TZVPD basis.

Geometry as ORCA input:
```
! RIJCOSX wB97M-V def2-TZVPD def2/J DEFGRID3
* xyz 0 1
C -3.8840 -6.6063 3.3970
C -3.4477 -5.3681 3.2018
C -3.0908 -3.9620 2.4865
C -4.3100 -2.9415 2.2992
C -4.0454 -1.5471 1.6227
N -5.0676 -0.4823 1.4045
C -5.9851 -0.8290 0.2652
C -5.3955 -0.3723 -1.1644
C -2.5731 -1.2257 1.1745
C -1.3224 -2.1749 1.3372
C -1.6065 -3.6006 2.0060
C -0.3614 -4.6026 2.2004
C 0.0319 -4.6604 3.7919
C -0.6154 -6.1058 1.6682
C 0.8133 -6.8766 1.4426
C 0.5476 -8.1579 0.4857
N 0.0510 -1.8154 0.8858
C 0.2689 -2.0910 -0.5660
O -0.2539 -1.4407 -1.5431
O 1.1724 -3.1454 -0.8712
C 0.4332 -0.4378 1.2739
C -0.5254 0.8399 1.1282
C -0.1383 2.2940 1.5715
C 1.2697 2.5805 2.2182
O 1.5471 3.9280 2.6420
C 0.6349 4.3344 3.7303
C -0.1233 5.7320 3.4274
O -1.5348 5.5824 3.1103
C -1.9296 6.6398 2.1768
C -3.5264 6.8363 2.0565
C 2.2679 1.3610 2.3481
C 3.7118 1.6390 3.0005
C 4.7549 2.3970 2.0257
O 4.5093 2.1641 0.5973
C 4.0131 3.4042 0.0697
O 4.6217 4.1577 -0.7520
C 1.8761 -0.1216 1.8871
C 2.9372 -1.3147 2.0409
C 3.8314 -1.8125 0.8588
C 4.8111 -2.9795 1.0821
N 5.1320 -3.7509 2.2529
C 4.2820 -3.2631 3.3058
C 3.2096 -2.1589 3.3301
S -2.2163 0.4531 0.4027
H -4.5226 -7.4905 3.7840
H -5.3746 -3.2366 2.6638
H -5.6473 -0.4073 2.2557
H -6.9648 -0.2220 0.4375
H -6.3036 -1.9476 0.3079
H -5.3617 0.7917 -1.2062
H -6.1774 -0.6937 -1.9624
H -4.3486 -0.7925 -1.4034
H 0.5816 -4.1725 1.6756
H -0.0146 -3.5723 4.1926
H 1.0778 -5.1445 3.9643
H -0.8193 -5.2538 4.3053
H -1.1347 -6.6845 2.5394
H -1.3231 -6.1893 0.7678
H 1.1386 -7.2378 2.5035
H 1.5865 -6.1317 1.0343
H -0.5851 -8.3230 0.3451
H 0.9660 -9.1027 0.9859
H 1.0089 -7.9346 -0.5511
H -0.9036 3.1576 1.4397
H 1.2956 4.4749 4.6826
H -0.1359 3.5280 4.0017
H -0.0223 6.3772 4.3827
H 0.4711 6.2443 2.5634
H -1.5639 6.2940 1.1257
H -1.4925 7.6807 2.4678
H -4.0679 6.9723 3.0637
H -3.9723 5.8881 1.5691
H -3.7780 7.7086 1.3242
H 4.2143 0.6569 3.3679
H 3.6085 2.2951 3.9587
H 4.6735 3.5457 2.1869
H 5.8239 2.0751 2.3604
H 2.9573 3.7385 0.4046
H 3.7526 -1.3069 -0.1716
H 5.4103 -3.3089 0.1372
H 4.4445 -3.8165 4.3197
H 2.6097 -1.9513 4.2910
C 1.8363 0.8391 -6.3479
C 1.2056 2.2254 -6.0438
C 1.9447 2.8885 -4.8541
C 1.6032 2.2616 -3.5056
C 0.0945 2.2113 -3.2902
C -0.6655 1.5343 -4.4572
N -0.2621 2.0702 -5.7930
O -0.8294 3.2806 -5.9342
C -0.4396 0.0044 -4.4093
C -2.1930 1.6734 -4.1962
C 1.5069 3.0521 -7.3274
H 2.1788 0.3179 -5.4543
H 1.1364 0.1919 -6.8847
H 2.7223 0.9306 -6.9835
H 1.6946 3.9554 -4.8099
H 3.0274 2.8360 -5.0090
H 2.0320 1.2579 -3.4269
H 2.0649 2.8504 -2.7044
H -0.1164 1.6876 -2.3510
H -0.2696 3.2372 -3.1524
H -0.8858 -0.4875 -5.2801
H -0.9043 -0.4308 -3.5190
H 0.6071 -0.2845 -4.3541
H -2.5112 2.7146 -4.0876
H -2.4763 1.1688 -3.2674
H -2.7733 1.2199 -5.0064
H 1.0086 2.6187 -8.2004
H 2.5811 3.0693 -7.5348
H 1.2002 4.0982 -7.2398
*
```

Values from the calculation:
highest occupied orbital energy: -7.102 eV
LUMO: -5.0 eV
energy: -76599.9788 eV